1.
A structure of composition CF5KLiO3P. Source: the Open Molecules 2025 dataset; level of theory: ωB97M-V/def2-TZVPD.

Each line ends with the natural charge from an NBO analysis.
CARTESIAN COORDINATES (ANGSTROEM)
P 1.217 0.707 0.058  2.6127
F 1.894 0.837 1.512  -0.5440
F -0.448 1.651 0.868  -0.7566
F 2.518 -0.060 -0.523  -0.5699
F 1.887 2.090 -0.466  -0.5704
F 0.229 1.002 -1.235  -0.6088
O 0.559 -0.789 0.373  -0.7743
O -0.762 -2.551 0.475  -0.7979
C -0.642 -1.363 0.145  1.0040
O -1.599 -0.694 -0.334  -0.9329
Li -2.663 -2.373 -0.071  0.9559
K -2.190 1.543 -0.804  0.9820

Atomic forces in eV per Å
P 0.20 1.62 0.10
F -1.26 0.01 -1.00
F 2.14 -0.89 -0.18
F -1.25 0.23 -0.39
F -0.22 0.10 1.46
F 0.61 -1.67 -0.41
O -0.50 0.18 0.13
O -0.43 -0.65 -0.05
C 0.64 0.65 0.54
O -0.98 -0.68 -0.31
Li 1.09 0.28 0.17
K -0.03 0.82 -0.06

Computed properties:
total energy = -1712.27722 a.u.
energy above the lowest of the compared OMol25 structures with the same formula, charge and spin = 0.00 kJ/mol
spin multiplicity = 1
HOMO = -0.382 Ha
LUMO = -0.0471 hartree
total charge = 0

***

2.
A structure of composition C37H37GeIN3NiOPS3. Source: the Open Molecules 2025 dataset; level of theory: ωB97M-V/def2-TZVPD.

Each line ends with the Mulliken charge.
CARTESIAN COORDINATES (ANGSTROEM)
Ni 1.124 -0.966 1.262  -0.3810
N 4.212 -3.050 2.858  -0.4750
C 3.302 -2.128 2.439  0.5859
O 2.502 -2.430 1.553  -0.2497
C 3.304 -0.769 3.075  -1.2640
C 2.368 0.177 2.312  -1.1132
H 4.073 -4.000 2.556  0.2558
H 4.696 -2.891 3.723  0.1790
H 4.347 -0.431 3.146  0.3437
H 2.954 -0.917 4.105  0.2094
H 2.947 0.696 1.541  0.7529
H 2.005 0.940 3.003  0.4135
I -0.116 -2.035 3.936  0.1668
C 0.084 -0.140 4.776  0.0009
C 0.767 -0.101 5.978  -0.4128
C 0.747 1.059 6.760  -0.8273
C -0.029 2.121 6.370  -0.7930
C -0.743 2.102 5.145  0.6647
C -1.629 3.159 4.822  -0.8326
C -2.350 3.136 3.648  -1.0484
C -2.097 2.145 2.701  -0.7370
C -1.177 1.118 2.919  1.0282
P -0.598 0.271 1.388  1.5553
C -0.468 1.699 0.229  0.5192
C 0.684 2.482 0.273  -0.4864
C 0.822 3.578 -0.565  -0.7684
C -0.190 3.903 -1.462  -0.6011
C -1.333 3.118 -1.519  -0.6673
C -1.467 2.016 -0.682  0.1983
C -1.927 -0.718 0.771  -0.6050
C -1.355 -1.539 -0.372  1.7942
C -2.396 -2.503 -0.888  -0.9211
C -3.479 -2.855 -0.158  -0.4847
C -3.799 -2.223 1.085  -1.0967
C -3.009 -1.150 1.501  -0.5571
C -0.595 0.994 4.236  0.2752
H 1.277 -0.988 6.332  0.4578
H 1.297 1.090 7.695  0.3548
H -0.123 2.996 7.005  0.3287
H -1.742 3.974 5.530  0.3327
H -3.067 3.919 3.429  0.3920
H -2.586 2.205 1.736  0.5090
H 1.484 2.206 0.949  0.0248
H 1.731 4.167 -0.540  0.4470
H -0.072 4.744 -2.135  0.3694
H -2.114 3.352 -2.233  0.4331
H -2.350 1.384 -0.733  0.3611
H -1.021 -0.874 -1.184  -1.5554
H -2.205 -2.983 -1.844  0.3855
H -4.140 -3.632 -0.534  0.3117
H -4.654 -2.543 1.667  0.3300
H -3.254 -0.633 2.426  0.2762
C -0.065 -5.102 -1.194  -1.6361
Ge 0.792 -3.298 -1.214  1.3223
C 0.525 -2.650 -3.047  -1.0927
C 2.693 -3.780 -1.071  -1.4325
C -0.045 -2.211 0.180  -0.3161
H 0.665 -5.881 -1.446  0.4509
H -0.887 -5.154 -1.913  0.3994
H -0.477 -5.316 -0.203  0.3518
H 0.266 -3.488 -3.702  0.4500
H 1.438 -2.173 -3.408  0.3304
H -0.270 -1.904 -3.096  0.1389
H 2.963 -4.354 -1.964  0.4273
H 2.861 -4.397 -0.187  0.2772
H 3.323 -2.893 -1.013  0.2561
H -0.377 -2.967 0.908  0.6235
S 1.988 4.394 -5.003  -0.4731
C 1.856 2.956 -4.134  0.3060
S 3.026 2.490 -2.964  -0.2472
C 2.119 1.029 -2.527  -0.0334
N 1.028 0.945 -3.235  -0.4672
N 0.908 2.000 -4.140  0.4777
C -0.262 1.921 -4.956  0.0622
C -0.385 2.623 -6.149  -0.5609
C -1.546 2.500 -6.905  -0.6730
C -2.584 1.680 -6.493  -0.4287
C -2.445 0.964 -5.311  -0.8458
C -1.295 1.076 -4.547  0.1066
S 2.657 0.001 -1.295  -0.2382
H 0.417 3.262 -6.483  0.2535
H -1.625 3.055 -7.832  0.3447
H -3.489 1.598 -7.084  0.3723
H -3.235 0.306 -4.970  0.4338
H -1.182 0.515 -3.633  0.6803

Atomic forces in eV per Å
Ni -0.03 -0.07 0.00
N 0.06 0.01 0.11
C -0.21 -0.11 -0.25
O 0.14 0.25 0.16
C 0.01 0.08 -0.04
C 0.20 -0.12 -0.05
H 0.00 0.01 -0.03
H 0.03 0.00 -0.03
H 0.04 0.00 0.08
H -0.02 -0.02 0.02
H 0.02 0.00 -0.03
H -0.07 0.06 0.07
I -0.15 -0.14 0.03
C 0.38 -0.23 0.23
C -0.38 0.01 -0.65
C -0.19 0.55 0.05
C 0.13 -0.20 0.10
C 0.02 -0.29 -0.24
C -0.29 -0.01 -0.48
C 0.23 0.30 0.96
C 0.73 -0.93 -0.10
C -0.31 0.66 0.37
P -0.50 -0.91 -0.90
C 0.19 0.20 0.24
C 0.00 0.03 -0.04
C -0.03 0.03 0.03
C 0.00 -0.01 -0.01
C 0.07 -0.07 0.01
C -0.09 -0.02 -0.04
C 0.22 0.62 0.10
C 0.53 -0.12 0.25
C -0.07 0.00 -0.07
C 0.17 0.18 0.05
C -0.07 0.07 0.36
C -0.37 -0.41 -0.10
C -0.23 0.45 0.09
H -0.06 0.02 -0.03
H -0.03 0.02 -0.04
H -0.01 -0.03 -0.03
H 0.01 -0.03 -0.03
H 0.04 -0.01 0.01
H 0.11 -0.01 -0.02
H -0.02 0.03 -0.03
H -0.01 0.00 0.00
H 0.02 0.00 -0.01
H -0.02 -0.01 -0.04
H 0.02 -0.04 0.04
H -0.05 0.06 -0.04
H 0.01 -0.04 0.00
H -0.03 -0.02 -0.04
H -0.06 0.03 -0.01
H -0.04 0.00 0.07
C 0.00 -0.15 -0.02
Ge -0.24 -0.14 0.13
C 0.05 0.15 -0.14
C 0.16 0.05 -0.01
C -0.08 0.30 -0.16
H -0.03 0.01 -0.01
H 0.03 0.03 0.07
H 0.02 0.00 -0.05
H 0.02 0.04 0.01
H -0.03 0.01 -0.02
H 0.01 -0.04 -0.01
H 0.01 0.00 0.02
H 0.01 0.00 -0.02
H 0.00 -0.03 0.00
H -0.07 -0.02 0.12
S 0.06 0.06 0.06
C -0.08 -0.06 -0.01
S 0.27 -0.08 0.12
C -0.11 0.22 0.06
N 0.10 -0.04 -0.10
N -0.27 -0.17 -0.04
C 0.05 0.02 0.09
C -0.03 0.03 -0.16
C 0.06 0.00 0.02
C 0.03 0.01 0.04
C 0.02 0.00 0.01
C -0.05 0.03 0.07
S 0.11 0.06 -0.19
H -0.06 -0.04 0.02
H 0.00 0.01 0.00
H 0.00 -0.02 -0.01
H 0.01 0.02 0.00
H 0.01 -0.02 0.05

Computed properties:
total energy = -7090.46047 a.u.
energy above the lowest of the compared OMol25 structures with the same formula, charge and spin = 40.90 kJ/mol
spin multiplicity = 1
HOMO = 0.005 Ha
LUMO = 0.1345 hartree
total charge = -2

***

3.
A cluster of 3 separate species, C2H7NO4 in total. Source: the Open Molecules 2025 dataset; level of theory: ωB97M-V/def2-TZVPD.

Each line ends with the natural charge from an NBO analysis.
CARTESIAN COORDINATES (ANGSTROEM)
O -0.162 -0.119 -3.383  -0.5119
C -0.556 0.731 -2.640  0.5376
N -0.907 0.398 -1.315  -0.6968
C -0.286 -0.623 -0.570  0.5193
O 0.763 -1.106 -0.893  -0.5445
H -0.647 1.803 -2.860  0.1176
H -1.535 1.015 -0.820  0.4024
H -0.804 -0.765 0.383  0.1590
O -0.954 0.257 2.037  -0.9416
H -0.021 0.172 2.269  0.4813
H -1.390 -0.090 2.825  0.4772
O 1.830 0.290 4.356  -0.9296
H 1.440 -0.573 4.162  0.4580
H 2.647 -0.024 4.770  0.4719

Atomic forces in eV per Å
O 0.11 0.55 -0.59
C 0.11 -1.04 1.08
N -0.09 0.26 -0.30
C 0.15 0.95 -0.41
O -0.12 -0.52 0.16
H -0.18 0.03 -0.23
H 0.08 -0.06 0.08
H 0.03 -0.43 -0.33
O 0.02 -0.06 0.79
H 0.13 0.25 -0.15
H -0.21 0.15 -0.07
O 0.23 -0.86 0.11
H -0.32 0.20 -0.11
H 0.06 0.58 -0.01

Computed properties:
total energy = -436.10995 a.u.
SMILES = O=CNC=O.O.O
energy above the lowest of the compared OMol25 structures with the same formula, charge and spin = 114.26 kJ/mol
spin multiplicity = 1
HOMO = -0.357 Ha
LUMO = 0.0074 hartree
total charge = 0

***

4.
A structure of composition C34H73Cu2F6N5O11S2. Source: the Open Molecules 2025 dataset; level of theory: ωB97M-V/def2-TZVPD.

Each line ends with the Mulliken charge.
CARTESIAN COORDINATES (ANGSTROEM)
Cu -1.132 0.881 -4.304  0.5603
Cu 0.076 -2.118 -1.944  2.2202
C -3.394 -2.334 -3.186  -0.7600
C -3.014 -1.037 -2.521  -0.4378
O -1.711 -0.567 -2.534  -0.4207
H -2.785 -3.063 -2.653  -0.2871
H -3.170 -2.268 -4.251  0.1684
H -4.418 -2.676 -3.036  0.5048
H -3.334 -1.166 -1.487  0.1474
H -3.775 -0.320 -2.832  0.2980
C 0.271 -3.395 -5.363  0.3846
F 0.015 -3.502 -6.701  -0.2144
F -0.935 -3.332 -4.705  -0.1653
F 1.021 -4.463 -4.997  -0.2015
S 1.230 -1.697 -5.232  0.5375
O 2.233 -1.790 -6.282  -0.5808
O 0.263 -0.664 -5.525  -0.5548
N 1.659 -1.605 -3.590  -0.2580
S 2.913 -0.741 -3.565  0.7257
O 4.126 -1.470 -3.962  -0.6537
O 2.904 0.614 -4.163  -0.6542
C 3.116 -0.248 -1.662  0.3544
F 4.034 0.710 -1.422  -0.2503
F 1.950 0.164 -1.144  -0.1177
F 3.551 -1.277 -0.938  -0.2478
C 2.986 1.437 1.919  -1.5577
C 2.752 0.827 3.285  2.3518
C 2.179 -0.603 3.014  0.0516
C 3.214 -1.626 2.627  0.4629
C 4.319 -1.644 3.647  -1.8836
C 5.030 -0.291 3.860  1.7100
N 4.004 0.731 4.089  0.4532
O 4.554 2.038 4.371  -0.5093
C 5.907 -0.335 5.174  -1.9928
C 5.951 0.039 2.633  -1.7224
C 1.688 1.739 3.963  -2.4821
H 2.009 1.496 1.440  0.1406
H 3.586 0.964 1.142  0.0538
H 3.350 2.464 1.920  0.5304
H 1.618 -1.048 3.835  0.6430
H 1.512 -0.626 2.152  -1.2772
H 3.711 -1.433 1.677  -0.3283
H 2.839 -2.631 2.435  0.1006
H 4.987 -2.457 3.363  0.5483
H 3.900 -2.048 4.568  0.4086
H 5.269 -0.342 6.057  0.4328
H 6.383 -1.315 5.196  0.4503
H 6.528 0.558 5.253  0.3892
H 6.192 1.089 2.468  0.3857
H 6.970 -0.316 2.787  0.4419
H 5.592 -0.230 1.640  0.2413
H 1.479 1.419 4.983  0.5047
H 0.724 1.991 3.520  0.1993
H 2.200 2.692 4.094  0.5521
H 4.381 2.242 5.293  0.3274
C -1.163 -1.900 1.342  -1.0481
C -1.040 -3.500 1.402  1.9376
C -2.459 -4.077 1.215  -1.4360
C -2.568 -5.582 0.995  -0.7830
C -1.676 -5.901 -0.256  -1.3921
C -0.224 -5.376 -0.196  1.1260
N -0.233 -3.947 0.177  0.9051
O 1.087 -3.418 0.049  -0.2054
C 0.566 -6.281 0.827  -1.6092
C 0.384 -5.597 -1.590  -1.6708
C -0.504 -3.948 2.773  -1.3887
H -0.178 -1.467 1.519  -0.2484
H -1.726 -1.546 2.206  0.6385
H -1.646 -1.531 0.438  -0.1716
H -3.183 -3.699 1.937  0.5148
H -2.876 -3.634 0.311  0.1049
H -3.615 -5.747 0.741  0.5090
H -2.361 -6.139 1.909  0.3610
H -2.159 -5.439 -1.117  0.2647
H -1.761 -6.975 -0.424  0.4431
H -0.026 -6.564 1.697  0.3500
H 0.802 -7.245 0.377  0.4745
H 1.488 -5.749 1.062  0.2808
H 1.473 -5.620 -1.553  0.3866
H 0.172 -6.569 -2.037  0.4510
H -0.081 -4.811 -2.186  0.0883
H 0.569 -3.786 2.869  0.0870
H -0.800 -4.941 3.113  0.2944
H -0.910 -3.273 3.526  0.5283
H 1.584 -3.885 0.724  0.0638
C -5.489 6.049 5.733  -0.8932
O -4.395 5.380 5.191  -0.2727
C -3.439 6.393 4.876  -0.6074
C -2.043 5.688 4.582  -0.7395
N -2.052 5.161 3.233  -0.3371
C -0.900 4.287 3.052  -0.8753
C -1.258 3.401 1.813  0.0489
O -2.323 2.492 2.129  -0.4164
C -2.824 1.687 1.124  -0.5382
H -5.393 6.422 6.753  0.3261
H -6.320 5.351 5.627  0.2886
H -5.940 6.910 5.241  0.3553
H -3.327 7.114 5.686  0.4947
H -3.677 7.007 4.008  0.3223
H -1.847 4.946 5.356  0.3342
H -1.245 6.425 4.674  0.4081
H -2.813 4.499 3.293  0.3132
H -0.741 3.670 3.936  0.4161
H 0.089 4.729 2.933  0.4253
H -0.376 2.882 1.438  -0.0146
H -1.464 4.098 1.000  0.4020
H -3.302 2.361 0.412  0.4241
H -3.642 1.032 1.427  0.3494
H -2.073 1.120 0.574  -0.0724
C 0.194 2.934 -1.652  -1.0002
O 0.109 2.459 -2.912  0.0092
C 0.358 3.598 -3.898  -0.7978
C 0.740 3.053 -5.281  -0.9145
N -0.387 2.376 -5.892  0.1116
C -1.529 3.263 -6.124  -0.5261
C -2.679 2.371 -6.656  -0.8960
O -3.127 1.377 -5.742  -0.1984
C -4.031 0.468 -6.420  -0.8513
H 1.240 3.020 -1.359  0.4335
H -0.341 2.285 -0.958  0.1060
H -0.069 3.990 -1.594  0.4372
H 1.220 4.235 -3.705  0.4710
H -0.426 4.354 -3.844  0.5520
H 1.547 2.348 -5.079  0.1717
H 1.212 3.834 -5.878  0.5045
H -0.009 2.205 -6.813  0.2269
H -1.281 3.890 -6.981  0.3262
H -1.911 3.816 -5.266  0.3462
H -2.271 1.934 -7.567  0.4008
H -3.463 3.007 -7.067  0.4823
H -3.395 -0.135 -7.068  0.3368
H -4.806 0.963 -7.005  0.3637
H -4.544 -0.015 -5.588  0.1834

Atomic forces in eV per Å
Cu 0.07 -0.72 0.47
Cu -0.74 0.87 -0.45
C 1.08 -0.36 -0.08
C -1.26 0.66 1.28
O 1.12 -0.52 -1.16
H 0.34 -0.63 -0.55
H 0.08 -0.45 -0.05
H -0.20 0.52 0.04
H 0.02 -0.18 0.79
H 0.19 0.87 -0.60
C -0.19 0.43 -0.69
F 0.15 0.03 1.67
F 2.07 -0.48 -0.67
F -1.21 1.35 -0.01
S -0.68 -0.13 -1.53
O -0.44 -0.58 2.15
O -0.52 -0.41 0.66
N -2.85 -1.62 -1.80
S 6.99 3.86 0.14
O -1.82 0.51 1.25
O -1.26 -1.90 0.84
C 0.38 -0.30 0.01
F -0.71 -0.10 -1.13
F -0.10 -0.05 -0.28
F -0.34 -0.76 -0.11
C -0.43 1.02 -1.54
C -0.15 -0.65 -1.04
C -0.07 -0.56 -0.36
C 1.38 0.33 -0.51
C 0.05 -0.89 0.59
C 0.74 0.69 -0.13
N -1.72 0.31 1.49
O 0.13 -0.72 -1.28
C -1.23 -0.33 -0.82
C 0.55 0.50 0.09
C 1.27 0.30 1.28
H -0.24 0.13 -0.08
H 0.34 -0.69 0.60
H 0.09 0.09 0.52
H -0.05 0.45 0.44
H -0.36 0.85 0.16
H -0.27 0.59 -0.32
H -0.48 -0.09 0.52
H 0.75 0.39 -0.11
H -0.07 0.50 0.54
H -0.35 0.11 -0.10
H 0.77 0.35 -0.09
H 0.41 -0.44 -0.18
H -0.63 0.49 0.68
H -0.12 -0.80 -0.06
H -0.19 -0.65 0.22
H -0.01 -0.36 0.07
H 0.26 -0.72 -0.73
H -0.08 0.25 -0.04
H -0.25 -0.47 0.20
C 0.62 -1.57 0.77
C -0.25 0.79 -0.53
C -0.32 0.38 -0.83
C 0.56 0.98 -0.72
C -1.00 0.27 0.99
C -0.26 -2.30 1.03
N -1.21 0.26 -0.78
O -0.91 0.03 0.59
C -0.57 0.44 -0.70
C 0.05 0.34 0.54
C 0.16 0.84 0.20
H 0.05 0.05 -0.54
H -0.34 -0.23 -0.01
H 0.23 -0.16 -0.18
H 0.47 -0.08 0.71
H 0.23 0.18 -0.42
H 0.02 -0.38 -0.02
H 0.30 -0.24 -0.18
H -0.12 0.17 -0.08
H 0.69 -0.09 -0.14
H 0.18 0.56 0.22
H 0.26 0.17 -0.31
H 0.17 -0.45 0.46
H 0.04 0.82 -0.18
H -0.65 -0.03 0.30
H 0.55 0.05 -0.62
H 0.21 -0.33 -0.11
H 0.24 -0.10 -0.44
H -0.21 0.11 0.00
H 0.75 0.09 0.27
C -2.41 -0.72 0.20
O 0.64 1.95 -0.41
C 2.57 -1.06 -0.21
C -1.37 1.87 0.43
N 0.54 -0.21 0.90
C -0.70 -1.64 -1.09
C 0.72 -0.01 0.42
O 0.95 0.81 1.70
C -0.47 0.74 -1.68
H 0.49 -0.52 0.36
H -0.07 -0.26 0.73
H 0.88 0.39 -1.02
H -0.01 -0.20 0.48
H -0.49 -0.31 -0.32
H -0.14 -0.34 0.13
H 0.01 0.23 -0.03
H -0.52 -0.19 -0.63
H -0.22 -0.51 0.19
H -0.28 0.76 -0.49
H 0.19 -0.56 0.27
H -0.80 0.06 -0.15
H -0.09 -0.04 -0.64
H 0.37 -0.04 0.72
H 0.25 -0.21 0.12
C 1.03 1.07 2.11
O 0.04 1.56 -4.60
C 0.93 -0.93 0.19
C -0.28 -0.08 2.18
N 0.14 0.32 0.45
C -1.29 -1.38 -0.92
C 0.83 0.42 -0.34
O -0.33 1.03 -0.91
C 0.65 0.52 1.05
H 0.44 -0.53 0.37
H -0.11 0.20 -0.05
H -1.02 0.08 0.25
H 0.53 -0.51 1.18
H -0.70 -0.57 -0.08
H -0.11 -0.34 -0.12
H -0.39 0.44 -0.21
H -0.43 -1.08 -0.30
H -0.22 0.77 0.22
H 0.59 -0.01 0.06
H 0.12 -0.73 -0.13
H -0.57 0.10 0.55
H -0.43 -0.55 0.08
H 0.17 0.41 -0.10
H 0.24 -0.66 -0.37

Computed properties:
total energy = -7116.83542 a.u.
spin multiplicity = 1
HOMO = -0.285 Ha
LUMO = 0.0134 hartree
total charge = 0